The molecule CHBrClNO at a distorted geometry, computed with ωB97M-V/def2-TZVPD.

Values from the calculation:
Orbital gap = 9.84 eV
ΔE to the lowest compared entry with this formula, charge and spin = 15.4 kcal per mole
SMILES = O=C(Cl)NBr
Multiplicity = 1
Electronic energy = -3202.87112 Eh
Net charge = 0

Each atom is followed by the atoms it is bonded to, with distances in Å.
Positions of all 6 atoms, in Å:
1 C 0.572 -0.434 -0.154  N2 1.364, O3 1.250, Cl4 1.684
2 N -0.429 0.406 0.238  C1 1.364, Br5 1.901, H6 0.971
3 O 0.927 -1.575 0.210  C1 1.250
4 Cl 1.198 0.435 -1.454  C1 1.684
5 Br -1.837 -0.068 1.424  N2 1.901
6 H -0.431 1.236 -0.265  N2 0.971

For each atom in turn, the Mulliken charge in e is: atom 1 (C): 0.738, atom 2 (N): -0.299, atom 3 (O): -0.514, atom 4 (Cl): -0.190, atom 5 (Br): 0.033, atom 6 (H): 0.233

The molecule CH3NO3S at a distorted geometry, computed with ωB97M-V/def2-TZVPD.

Values from the calculation:
Orbital gap (spin up / spin down) = 8.02 / 8.02 eV
ΔE to the lowest compared entry with this formula, charge and spin = 126.8 kcal per mole
SMILES = NOC=S(=O)=O
Multiplicity = 1
Electronic energy = -718.36903 Eh
Net charge = 0

Each atom is followed by the atoms it is bonded to, with distances in Å.
Positions of all 9 atoms, in Å:
1 C -0.246 -0.658 0.672  O5 1.466, S6 1.662, H7 1.034
2 N 1.647 0.246 -0.245  O5 1.377, H8 0.938, H9 1.102
3 O -2.694 -1.048 -0.119  S6 1.458
4 O -1.749 1.362 0.003  S6 1.495
5 O 0.685 0.474 0.713  C1 1.466, N2 1.377
6 S -1.575 -0.114 -0.164  C1 1.662, O3 1.458, O4 1.495
7 H 0.278 -1.516 0.430  C1 1.034
8 H 2.471 0.671 -0.102  N2 0.938
9 H 1.183 0.583 -1.187  N2 1.102

For each atom in turn, the Mulliken charge in e is: atom 1 (C): -0.080, atom 2 (N): -0.451, atom 3 (O): -0.499, atom 4 (O): -0.463, atom 5 (O): -0.177, atom 6 (S): 0.794, atom 7 (H): 0.389, atom 8 (H): 0.238, atom 9 (H): 0.249

An isolated ion of composition C10H22NS and charge +1 at a distorted geometry, computed with ωB97M-V/def2-TZVPD.

Values from the calculation:
Orbital gap = 6.07 eV
ΔE to the lowest compared entry with this formula, charge and spin = 45.6 kcal per mole
Multiplicity = 1
Electronic energy = -846.76553 Eh
Net charge = +1

Each atom is followed by the atoms it is bonded to, with distances in Å.
Positions of all 34 atoms, in Å:
1 C 0.779 -1.260 0.910  C3 1.564, C6 1.497, S12 2.080, H33 1.047
2 C 3.287 -2.508 -0.216  S12 1.642, H13 1.071, H14 1.078
3 C 0.572 0.211 1.397  C1 1.564, C5 1.467, H15 1.093, H16 1.097
4 C 1.272 -1.606 -1.836  S12 1.774, H17 1.042, H18 1.069, H22 1.108
5 C 0.360 1.130 0.274  C3 1.467, C7 1.449, N11 1.316
6 C 1.362 -2.176 1.941  C1 1.497, H19 1.091, H20 1.104, H21 1.090
7 C 1.330 1.907 -0.470  C5 1.449, H23 1.076, H24 1.129, H34 1.093
8 C -3.327 2.195 -1.343  C9 1.522, H25 1.055, H26 1.020, H27 1.109
9 C -3.210 1.525 0.019  C8 1.522, C10 1.532, H28 1.098, H29 1.053
10 C -2.004 0.609 0.254  C9 1.532, N11 1.428, H30 1.053, H31 1.100
11 N -0.865 1.378 -0.135  C5 1.316, C10 1.428, H32 1.026
12 S 2.331 -1.197 -0.473  C1 2.080, C2 1.642, C4 1.774
13 H 4.217 -2.258 0.251  C2 1.071
14 H 2.860 -3.470 0.017  C2 1.078
15 H -0.283 0.059 2.061  C3 1.093
16 H 1.422 0.552 2.001  C3 1.097
17 H 1.962 -2.066 -2.468  C4 1.042
18 H 0.750 -0.762 -2.234  C4 1.069
19 H 2.278 -1.690 2.278  C6 1.091
20 H 1.370 -3.171 1.464  C6 1.104
21 H 0.736 -2.290 2.825  C6 1.090
22 H 0.550 -2.334 -1.417  C4 1.108
23 H 0.903 1.903 -1.458  C7 1.076
24 H 2.424 1.705 -0.274  C7 1.129
25 H -2.998 1.564 -2.121  C8 1.055
26 H -4.291 2.523 -1.398  C8 1.020
27 H -2.749 3.138 -1.435  C8 1.109
28 H -3.997 0.759 0.037  C9 1.098
29 H -3.160 2.064 0.922  C9 1.053
30 H -2.025 0.374 1.279  C10 1.053
31 H -2.072 -0.250 -0.430  C10 1.100
32 H -1.092 2.274 -0.580  N11 1.026
33 H 0.020 -1.725 0.357  C1 1.047
34 H 1.293 2.892 0.000  C7 1.093

For each atom in turn, the Mulliken charge in e is: atom 1 (C): -0.334, atom 2 (C): -0.991, atom 3 (C): -1.037, atom 4 (C): -0.881, atom 5 (C): 0.732, atom 6 (C): -1.525, atom 7 (C): -1.504, atom 8 (C): -1.322, atom 9 (C): -0.781, atom 10 (C): -0.462, atom 11 (N): 0.112, atom 12 (S): 0.172, atom 13 (H): 0.340, atom 14 (H): 0.390, atom 15 (H): 0.451, atom 16 (H): 0.472, atom 17 (H): 0.457, atom 18 (H): 0.262, atom 19 (H): 0.426, atom 20 (H): 0.325, atom 21 (H): 0.457, atom 22 (H): 0.290, atom 23 (H): 0.467, atom 24 (H): 0.328, atom 25 (H): 0.371, atom 26 (H): 0.438, atom 27 (H): 0.394, atom 28 (H): 0.367, atom 29 (H): 0.421, atom 30 (H): 0.307, atom 31 (H): 0.270, atom 32 (H): 0.290, atom 33 (H): 0.827, atom 34 (H): 0.472

- Which value of net charge does entry 1 give?
  0

- net charge of number 2 (CH3NO3S)?
  0